# 1
The following is a DFT calculation (ωB97M-V with the def2-TZVPD basis set) of one molecule with the formula C5H11N3 at a distorted geometry.

Computed properties:
HOMO level ... -7.93 eV
E_tot ... -361.278178 hartree
Frontier orbital gap ... 9.1 eV
Energy above the lowest of the compared OMol25 structures with the same formula, charge and spin ... 69.8 kcal/mol

Last column: natural (NBO) charge in e.
CARTESIAN COORDINATES (ANGSTROEM)
C 0.79 0.30 2.47  -0.61
C 0.76 -0.25 1.09  -0.07
C -0.01 -1.49 0.80  -0.24
N -0.48 -0.21 0.36  -0.43
C -0.59 0.19 -1.00  0.39
N -1.79 0.89 -1.19  -0.88
C 0.26 -0.32 -2.15  -0.28
N 0.50 0.91 -1.50  -0.65
H 1.59 -0.18 3.05  0.21
H -0.16 0.14 3.00  0.21
H 0.98 1.37 2.44  0.21
H 1.65 0.01 0.53  0.22
H -0.59 -1.93 1.60  0.19
H 0.29 -2.18 0.02  0.19
H -2.43 0.93 -0.41  0.40
H -2.05 1.33 -2.06  0.38
H 0.99 -1.09 -1.95  0.18
H -0.07 -0.23 -3.17  0.19
H 0.36 1.82 -1.93  0.37


# 2
The following is a DFT calculation (ωB97M-V with the def2-TZVPD basis set) of a 2-piece molecular cluster, C5H11N3 overall at a distorted geometry.

Computed properties:
HOMO level (alpha / beta) ... -12.03 / -12.00 eV
E_tot ... -360.990717 hartree
Charge ... +1
Spin multiplicity ... 2
Frontier orbital gap (alpha / beta) ... 8.0 / 4.3 eV
Energy above the lowest of the compared OMol25 structures with the same formula, charge and spin ... 27.6 kcal/mol

Last column: Löwdin spin population.
CARTESIAN COORDINATES (ANGSTROEM)
C 2.11 0.41 -1.03  0.20
C 2.48 -0.29 0.08  0.30
N 2.36 0.22 1.38  0.15
N 2.21 -0.08 -2.32  0.27
H 1.68 1.40 -1.01  0.01
H 2.61 -1.37 0.00  0.01
H 2.99 -0.32 1.97  0.00
H 1.40 -0.01 1.66  0.02
H 3.17 -0.15 -2.67  0.02
H 1.70 0.55 -2.93  0.00
C -2.11 0.43 -0.09  0.00
C -1.45 -0.74 -0.04  0.00
C -3.72 0.27 1.52  0.00
N -2.78 0.96 1.02  0.00
H -2.12 1.10 -0.94  0.00
H -1.20 -1.21 0.90  0.00
H -1.12 -1.17 -0.98  0.00
H -4.20 0.66 2.41  0.00
H -4.03 -0.66 1.06  0.00


# 3
The following is a DFT calculation (ωB97M-V with the def2-TZVPD basis set) of an isolated ion of composition C5H11N3 and charge +2 at a distorted geometry.

Computed properties:
HOMO level ... -19.15 eV
E_tot ... -360.629296 hartree
Charge ... +2
Frontier orbital gap ... 8.7 eV
Energy above the lowest of the compared OMol25 structures with the same formula, charge and spin ... 108.8 kcal/mol

Last column: natural (NBO) charge in e.
CARTESIAN COORDINATES (ANGSTROEM)
C 0.29 1.82 -0.15  0.16
N -0.40 0.74 -0.01  -0.29
C -1.81 0.65 0.07  -0.30
C -2.22 -0.81 0.10  -0.25
N -0.92 -1.44 -0.07  -0.47
C 0.12 -0.60 -0.07  0.68
N 1.37 -0.98 -0.05  -0.48
C 2.65 -0.28 0.11  -0.45
H -0.13 2.84 -0.32  0.27
H 1.39 2.11 -0.08  0.29
H -2.44 1.31 -0.56  0.31
H -2.21 1.27 1.05  0.30
H -2.83 -1.01 0.94  0.27
H -3.02 -0.91 -0.76  0.27
H -0.72 -2.36 -0.42  0.46
H 1.66 -1.92 -0.30  0.47
H 3.25 0.01 -0.72  0.26
H 3.24 -0.98 0.56  0.26
H 2.73 0.54 0.68  0.23


# 4
The following is a DFT calculation (ωB97M-V with the def2-TZVPD basis set) of a 2-piece molecular cluster, C5H11N3 overall at a distorted geometry.

Computed properties:
HOMO level ... -16.28 eV
E_tot ... -360.596467 hartree
Charge ... +2
Frontier orbital gap ... 8.4 eV
Energy above the lowest of the compared OMol25 structures with the same formula, charge and spin ... 129.4 kcal/mol

Last column: natural (NBO) charge in e.
CARTESIAN COORDINATES (ANGSTROEM)
C -4.97 -0.06 -0.50  0.53
C -1.20 1.25 0.04  -0.33
C 0.04 0.47 -0.22  0.26
C 1.44 0.46 0.07  -0.49
C 2.17 -0.72 -0.35  -0.22
N -1.01 -0.06 -0.72  -0.31
N -5.42 -0.59 0.40  -0.37
N 3.46 -0.83 0.28  -0.67
H -4.39 0.50 -1.17  0.30
H -1.73 1.38 1.01  0.19
H -1.47 2.02 -0.62  0.19
H 1.56 0.45 1.15  0.25
H 1.91 1.40 -0.34  0.27
H 1.56 -1.64 -0.14  0.25
H 2.42 -0.65 -1.35  0.22
H -5.79 -0.71 1.38  0.54
H 3.45 -1.22 1.31  0.48
H 4.03 -0.04 0.25  0.44
H 3.96 -1.41 -0.48  0.47


| no. | molar mass (g mol⁻¹) |
| --- | --- |
| 1 | 113.16 |
| 2 | 113.16 |
| 3 | 113.16 |
| 4 | 113.16 |